[1]
ORCA calculation (ωB97M-V/def2-TZVPD) on a cluster of 9 separate species, C28H56FNO16S5 in total at a distorted geometry.

```
! wB97M-V def2-TZVPD RIJCOSX def2/J DEFGRID3
* xyz 0 1
N -0.7979 0.3224 0.2259
H -1.6919 0.9104 0.2459
H -0.5979 0.1344 -0.7671
H -1.0909 -0.4046 0.9589
H 0.0291 0.4894 0.5729
F -1.1429 1.1814 2.7269
C 3.4821 0.8344 3.4189
C 2.1571 0.0554 3.4839
C 2.2581 -1.4296 3.0689
O 2.0941 -2.0486 4.3159
C 1.8641 -1.2136 5.3269
O 1.6281 -1.6096 6.4719
O 1.7571 -0.0146 4.8019
H 3.1991 1.8504 3.5649
H 3.8211 0.6524 2.4919
H 4.1811 0.6494 4.2649
H 1.2831 0.4084 2.8869
H 3.3571 -1.8206 2.7579
H 1.5801 -1.7376 2.0939
C 5.9451 -0.5976 -2.5771
C 5.0561 -0.2546 -1.3841
C 4.7081 1.2234 -1.2141
O 3.3251 1.2694 -1.0341
C 2.8191 0.1584 -1.2311
O 1.6141 -0.0346 -1.1921
O 3.7161 -0.7946 -1.4941
H 5.4981 -0.2416 -3.3791
H 6.0891 -1.6916 -2.6831
H 6.9971 -0.3096 -2.6781
H 5.4141 -0.6016 -0.4051
H 5.1031 1.9944 -2.0921
H 5.0241 1.7284 -0.2201
C -1.2419 4.9954 -4.1181
C -1.5009 3.4894 -4.7551
C -2.2609 2.9084 -3.7701
S -1.4489 3.2044 -2.2611
O -0.2569 2.3454 -2.2431
O -2.2769 3.1744 -1.1301
C -0.9869 4.9444 -2.6211
H -2.2749 5.3254 -4.5091
H -0.5159 5.7084 -4.6521
H -0.5199 3.1154 -4.7951
H -1.9839 3.6114 -5.7251
H -2.3079 1.8554 -3.7721
H -3.2679 3.2204 -3.5721
H -0.1619 5.1174 -2.3341
H -1.7629 5.5394 -2.1361
C -5.1489 -2.1316 -1.4141
C -4.1589 -1.0536 -0.9451
C -4.7379 0.3604 -1.0791
S -6.4349 0.2034 -1.2711
O -6.7479 0.4064 -2.7021
O -7.0879 0.8574 -0.2351
C -6.6189 -1.5896 -1.1041
H -5.0719 -3.0166 -0.8541
H -4.9689 -2.4436 -2.5591
H -3.1829 -1.1666 -1.1151
H -4.2089 -1.3186 0.1289
H -4.1019 1.1414 -1.6761
H -4.9429 0.7244 -0.0681
H -7.2809 -1.8746 -1.8891
H -6.7329 -1.9776 -0.1131
C 2.6931 4.7014 3.0859
C 3.5191 4.4274 1.8979
C 2.5471 4.6474 0.6939
S 1.1181 3.8104 1.2179
O 1.6581 2.3894 1.0609
O -0.1209 4.0984 0.5809
C 1.2881 4.2544 2.9449
H 2.6011 5.8124 3.2139
H 3.0901 4.2064 4.0519
H 3.8691 3.3934 1.7909
H 4.4031 4.7704 1.7619
H 2.7031 4.2694 -0.3421
H 2.2181 5.6834 0.4039
H 1.0481 3.3564 3.4429
H 0.5841 4.9564 3.1259
C -2.5499 -2.2906 4.3489
C -3.0189 -3.7406 4.2119
C -2.6689 -4.2416 2.8259
S -0.9989 -3.4386 2.6279
O -0.9179 -2.6986 1.3879
O 0.0481 -4.4516 2.7899
C -1.0589 -2.3466 4.0759
H -2.6589 -1.9006 5.6129
H -3.1399 -1.7686 3.5089
H -4.1119 -3.9736 4.5179
H -2.4179 -4.2266 4.8959
H -3.1799 -3.4746 2.0369
H -2.8659 -5.1526 2.3189
H -0.7229 -1.3086 3.8669
H -0.4449 -2.6816 4.8359
C -0.2199 -4.5656 -2.5541
C 0.5261 -3.2756 -1.9751
C 1.5591 -2.8956 -3.0721
S 1.7571 -4.3296 -4.1521
O 3.1791 -4.6126 -4.0091
O 1.0281 -4.2036 -5.3831
C 0.7791 -5.5066 -3.2401
H -0.9279 -4.3336 -3.1591
H -0.8889 -5.1726 -1.7991
H 0.9961 -3.5506 -1.0221
H 0.0561 -2.3626 -1.8561
H 2.4481 -2.7206 -2.6371
H 1.2191 -1.9776 -3.5231
H 1.1781 -6.2926 -2.5771
H 0.3161 -6.0156 -3.8751
*
```

Properties
Energy (eV): -121073.5984
Highest occupied orbital energy (eV): -8.16
ΔE to the lowest compared entry with this formula, charge and spin (kJ/mol): 69.1
Gap between HOMO and LUMO (eV): 8.2

Atom charges from the Mulliken analysis, given in e for atoms 1 to 5: number 1, N, carries 0.62; number 2, H, carries 0.39; number 3, H, carries 0.22; number 4, H, carries -0.03; number 5, H, carries -0.27

---

[2]
ORCA calculation (ωB97M-V/def2-TZVPD) on a structure of composition C28H56HfP2Si at a distorted geometry.

```
! wB97M-V def2-TZVPD RIJCOSX def2/J DEFGRID3
* xyz 2 1
Hf -0.0824 -0.1373 -0.1901
C -0.3019 -1.1311 -2.3655
C 0.9002 -0.3204 -2.4566
C 1.2537 -1.9268 -0.7740
C -0.0609 -2.1661 -1.3749
C 1.8611 -0.8042 -1.4643
C -1.4025 -1.1364 -3.3770
H -1.6383 -0.1398 -3.7598
H -2.3425 -1.5589 -3.0090
H -1.1060 -1.7417 -4.2423
C -0.8395 -3.4192 -1.2064
H -1.7849 -3.3841 -1.7554
H -1.0638 -3.6320 -0.1570
H -0.2483 -4.2720 -1.5711
C 1.9554 -2.8275 0.1743
H 2.6111 -3.5052 -0.3839
H 1.2575 -3.4447 0.7474
H 2.5864 -2.2921 0.8903
C 3.3398 -0.6329 -1.4841
H 3.7485 -1.3280 -2.2338
H 3.7996 -0.9080 -0.5264
H 3.6839 0.3782 -1.7334
C 1.2409 0.3202 -3.7408
H 1.3754 -0.4950 -4.4840
H 2.1572 0.9287 -3.6938
H 0.4344 0.9746 -4.1198
C -0.5871 3.5734 -0.8433
C -0.6137 3.1700 -2.1474
C -0.1519 4.0927 -3.2581
C 1.4011 4.2998 -3.3426
C 2.2463 3.6276 -2.2709
C 2.2507 4.0778 -1.0081
C 1.3854 5.2523 -0.5764
C -0.1495 4.9774 -0.4586
H -0.6308 5.0880 -3.1732
H 1.5731 5.3896 -3.2676
H -0.4996 3.6703 -4.2205
H -0.6872 5.7403 -1.0563
H -0.7818 2.9115 -0.0080
H -0.8661 2.1644 -2.4559
H -0.4452 5.1407 0.5958
H 1.7642 5.6144 0.3985
H 2.9103 3.6573 -0.2408
H 1.5147 6.0760 -1.3055
H 1.7557 3.9792 -4.3415
H 2.8675 2.7891 -2.5969
P -2.6949 -0.0130 -0.0272
C -3.4790 -1.6702 -0.1480
H -4.5096 -1.4770 0.1463
H -3.0379 -2.4076 0.5250
H -3.4079 -2.0356 -1.1764
C -3.3224 0.6070 1.5811
H -4.3933 0.4018 1.5409
H -3.1200 1.6825 1.6620
H -2.8598 0.0804 2.4208
C -3.7277 0.8812 -1.2423
H -3.5611 1.9589 -1.1318
H -4.7425 0.5801 -0.9745
H -3.4642 0.5490 -2.2539
P 1.2303 0.7357 1.8491
C 3.0497 0.6722 1.6604
H 3.3703 1.3577 2.4446
H 3.3996 0.9620 0.6611
H 3.3483 -0.3548 1.8997
C 0.5821 2.1730 2.7931
H 0.9855 3.1008 2.3719
H 0.9164 1.9656 3.8119
H -0.5178 2.1744 2.7672
C 1.2351 -0.4179 3.2779
H 1.9843 0.0228 3.9392
H 1.5561 -1.4041 2.9165
H 0.2380 -0.4421 3.7362
C -0.6894 -4.9798 2.0053
Si -0.4698 -3.3242 2.8578
C -1.9756 -3.1659 3.9642
C 0.9996 -3.5345 3.9950
C -0.6912 -1.7825 1.6603
H -0.7058 -5.7568 2.7906
H 0.1219 -5.2391 1.3133
H -1.6473 -5.0526 1.4703
H -2.0226 -4.0305 4.6455
H -1.9266 -2.2511 4.5732
H -2.9054 -3.1488 3.3740
H 1.9395 -3.6579 3.4399
H 1.1020 -2.6996 4.7020
H 0.8397 -4.4557 4.5834
H -1.4784 -2.2472 1.0983
H -1.1386 -1.0467 2.3445
*
```

Properties
Energy (eV): -57691.0762
Highest occupied orbital energy (eV): -14.24
Gap between HOMO and LUMO (eV): 7.2

Atom charges from the Mulliken analysis, given in e for atoms 1 to 5: number 1, Hf, carries -0.84; number 2, C, carries 0.95; number 3, C, carries 1.04; number 4, C, carries 0.94; number 5, C, carries 0.81

---

[3]
ORCA calculation (ωB97M-V/def2-TZVPD) on a cluster of 5 separate species, C28H56N5O7P in total at a distorted geometry.

```
! wB97M-V def2-TZVPD RIJCOSX def2/J DEFGRID3
* xyz 0 1
C 3.9984 0.4343 1.2452
C 3.0482 1.1607 2.1872
N 2.1830 2.0881 1.4314
C 0.8478 2.0258 1.8222
C 0.3965 1.8011 3.0633
C -1.0516 1.6898 3.3106
O -1.5815 2.0810 4.3177
C -1.8051 1.0721 2.1845
C -2.9020 0.2532 2.3915
C -3.5086 -0.3531 1.2822
P -4.8375 -1.5127 1.6402
O -4.3876 -2.6342 2.5024
C -3.0506 -0.1099 -0.0099
C -1.9600 0.7313 -0.2132
C -1.3439 1.3069 0.8916
C -0.1415 2.1478 0.7194
O 0.0428 2.8239 -0.2523
H 3.7002 -0.6058 1.2002
H 3.9938 0.8643 0.2479
H 5.0365 0.4518 1.5622
H 2.4525 0.3996 2.6899
H 3.5915 1.7132 2.9476
H 2.1959 1.8052 0.4576
H 1.0885 1.6619 3.8758
H -3.2577 0.0575 3.3920
H -5.3132 -1.9662 0.3937
H -5.8693 -0.7824 2.2615
H -3.5106 -0.5988 -0.8551
H -1.5550 0.9313 -1.1920
C 1.0309 -3.8962 0.1942
C 0.4755 -2.7849 1.0795
C -1.0566 -2.6627 1.0475
O -1.5751 -2.0511 -0.1211
C -1.7164 -2.9080 -1.2430
N 1.1304 -1.5221 0.7245
H 1.0166 -3.6221 -0.8613
H 2.0685 -4.1024 0.4574
H 0.4617 -4.8193 0.3167
H 0.7470 -3.0208 2.1133
H -1.3664 -2.0169 1.8744
H -1.5333 -3.6374 1.2088
H -1.9870 -3.9236 -0.9413
H -0.8021 -2.9267 -1.8397
H -2.5155 -2.5072 -1.8683
H 0.8317 -0.8055 1.3851
H 0.7305 -1.2239 -0.1613
C 2.0535 -2.6256 7.3569
C 2.2608 -2.7654 5.8523
C 2.0380 -1.4627 5.0710
O 0.6825 -1.1029 4.8889
C 0.0810 -0.4283 5.9888
N 1.4257 -3.8626 5.3559
H 0.9971 -2.5847 7.6201
H 2.4787 -3.4856 7.8732
H 2.5383 -1.7263 7.7421
H 3.3057 -3.0478 5.6921
H 2.4390 -1.6054 4.0618
H 2.5949 -0.6299 5.5227
H 0.7895 0.2208 6.5113
H -0.3501 -1.1527 6.6820
H -0.7181 0.1862 5.5816
H 1.6445 -4.0388 4.3792
H 0.4611 -3.5412 5.3445
C 1.5686 -0.4610 -6.4656
C 1.1424 -1.9195 -6.3284
C 0.0668 -2.1551 -5.2582
O 0.5400 -2.1291 -3.9239
C 0.6830 -0.8330 -3.3693
N 2.3337 -2.7454 -6.1141
H 2.2305 -0.1518 -5.6572
H 2.1148 -0.3182 -7.3973
H 0.7041 0.2060 -6.4753
H 0.6998 -2.2204 -7.2825
H -0.3372 -3.1609 -5.4009
H -0.7698 -1.4536 -5.3770
H -0.0831 -0.1458 -3.7399
H 1.6757 -0.4296 -3.5785
H 0.5760 -0.9224 -2.2880
H 2.0732 -3.7272 -6.1383
H 2.6519 -2.5924 -5.1608
C -0.6920 4.7035 -4.9264
C -0.8991 4.2350 -3.4886
C -2.2621 4.6269 -2.8986
O -2.3760 5.9815 -2.5111
C -2.6896 6.8867 -3.5511
N 0.2183 4.6952 -2.6643
H -0.4668 5.7684 -4.9773
H 0.1515 4.1770 -5.3727
H -1.5748 4.5097 -5.5403
H -0.8709 3.1399 -3.4957
H -2.4084 4.0506 -1.9809
H -3.0803 4.3597 -3.5826
H -3.3563 6.4324 -4.2902
H -1.7893 7.2536 -4.0501
H -3.1974 7.7398 -3.1016
H 0.1261 4.2807 -1.7398
H 0.0983 5.6934 -2.5142
*
```

Properties
Energy (eV): -61013.5887
Structure (SMILES): CCNC1=CC(=O)c2cc([PH2]=O)ccc2C1=O.COC[C@@H](C)N.COC[C@@H](C)N.COC[C@@H](C)N.COC[C@@H](C)N
Highest occupied orbital energy (eV): -8.96
Gap between HOMO and LUMO (eV): 7.9

Atom charges from the Mulliken analysis, given in e for atoms 1 to 5: number 1, C, carries -1.40; number 2, C, carries 0.85; number 3, N, carries -0.37; number 4, C, carries -0.18; number 5, C, carries 0.02

---

[4]
ORCA calculation (ωB97M-V/def2-TZVPD) on a cluster of 10 separate species, C28H56O28S6 in total at a distorted geometry.

```
! wB97M-V def2-TZVPD RIJCOSX def2/J DEFGRID3
* xyz 0 1
C 1.4037 -6.4779 3.4291
C 1.9491 -7.9212 3.4729
C 1.0436 -8.6800 2.5040
O -0.1863 -8.0299 2.6188
C 0.0878 -6.6150 2.7738
H 2.1022 -5.9320 2.7948
H 1.2989 -5.8584 4.3198
H 1.8185 -8.3957 4.4455
H 2.9704 -7.9365 3.0923
H 1.0468 -9.7554 2.6813
H 1.4620 -8.6881 1.4975
H -0.6705 -6.1770 3.4229
H 0.0133 -6.2521 1.7487
C 1.0782 1.2510 -0.0513
C 1.3657 0.3438 1.1520
C 0.8743 -0.9734 0.6157
O 0.5514 -0.8270 -0.7660
C 0.1306 0.5535 -0.9585
H 2.0519 1.5149 -0.4639
H 0.5350 2.1466 0.2503
H 0.8047 0.7414 1.9977
H 2.3914 0.1263 1.4502
H 0.0367 -1.3301 1.2153
H 1.5531 -1.7888 0.8652
H -0.9431 0.7363 -0.9167
H 0.2876 0.9753 -1.9512
C -2.8760 -3.4637 -7.9589
C -3.3605 -2.0646 -7.4143
C -2.5992 -1.7662 -6.1336
O -1.7022 -2.8861 -6.0885
C -1.5084 -3.5956 -7.3042
H -2.9221 -3.5154 -9.0467
H -3.5213 -4.2483 -7.5639
H -4.4482 -2.0273 -7.3531
H -3.0081 -1.2627 -8.0630
H -3.2445 -1.7391 -5.2556
H -2.0537 -0.8250 -6.0657
H -1.2737 -4.6266 -7.0392
H -0.6792 -3.2657 -7.9301
C -3.9579 5.1963 -5.1233
C -5.2330 4.6694 -4.5492
C -5.4835 5.5395 -3.3779
O -4.1729 5.8279 -2.9023
C -3.2288 5.3704 -3.8411
H -4.0140 6.1364 -5.6721
H -3.3536 4.5002 -5.7050
H -5.0896 3.6343 -4.2391
H -6.0648 4.7326 -5.2508
H -5.9229 5.1147 -2.4753
H -5.9416 6.5018 -3.6059
H -2.7263 4.4724 -3.4816
H -2.4531 6.1352 -3.8802
C 1.9161 -5.5877 -3.2713
C 2.9454 -4.4967 -3.0785
O 4.0976 -5.1055 -3.7000
S 3.6731 -5.8543 -5.0826
O 4.5668 -6.9552 -5.4589
O 3.3224 -4.9327 -6.1939
O 2.3896 -6.4668 -4.2743
H 1.0201 -5.0873 -3.6386
H 1.6810 -6.0799 -2.3276
H 3.1208 -4.3014 -2.0206
H 2.6511 -3.4972 -3.3986
C -1.8868 2.0773 7.4792
C -1.5917 1.2023 8.6388
O -1.0063 0.0360 8.1534
S -1.7114 -0.3729 6.7320
O -2.9362 -1.1736 7.0001
O -0.7587 -0.8480 5.7588
O -2.1105 1.2131 6.3795
H -1.0812 2.7176 7.1200
H -2.8054 2.6579 7.5647
H -2.5668 0.9209 9.0363
H -0.9774 1.6219 9.4355
C 7.0985 5.1848 -0.4505
C 6.5898 4.2237 -1.5812
O 5.1891 4.2325 -1.5945
S 4.6342 5.6678 -0.9898
O 3.3873 5.5221 -0.2752
O 4.7402 6.7589 -1.9496
O 5.9000 5.7035 0.0713
H 7.4874 6.0956 -0.9058
H 7.6581 4.7588 0.3822
H 6.9619 3.2014 -1.5137
H 7.0160 4.5208 -2.5394
C -5.7009 -0.0056 0.7533
C -5.1667 0.2249 2.1768
O -5.7258 1.4014 2.5822
S -6.9593 2.1014 1.7280
O -6.9077 3.5616 1.5906
O -8.2672 1.5026 2.1073
O -6.3392 1.2283 0.4117
H -6.5153 -0.7217 0.6432
H -4.8564 -0.3046 0.1324
H -4.1085 0.4839 2.1397
H -5.2776 -0.5777 2.9060
C 5.6177 -2.6309 3.5102
C 6.7477 -3.6768 3.6881
O 7.6618 -3.5415 2.6337
S 7.1914 -2.3415 1.5853
O 7.4090 -2.7838 0.2170
O 7.7584 -1.0819 2.0108
O 5.6396 -2.3296 2.1388
H 5.7960 -1.6621 3.9769
H 4.6198 -2.9460 3.8150
H 6.3550 -4.6929 3.6495
H 7.2929 -3.5445 4.6226
C -1.9427 6.0879 1.6130
C -2.5654 7.4224 1.9857
O -1.6010 8.0858 2.8150
S -0.7293 7.0636 3.7760
O -1.3261 6.8480 5.0866
O 0.7526 7.2938 3.6537
O -1.1495 5.7645 2.7754
H -1.3840 6.1220 0.6776
H -2.7973 5.4114 1.6201
H -3.5553 7.3480 2.4358
H -2.7979 8.0364 1.1157
*
```

Properties
Energy (eV): -152271.4288
Structure (SMILES): O=S1(=O)OCCO1.O=S1(=O)OCCO1.O=S1(=O)OCCO1.O=S1(=O)OCCO1.O=S1(=O)OCCO1.O=S1(=O)OCCO1.C1CCOC1.C1CCOC1.C1CCOC1.C1CCOC1
Highest occupied orbital energy (eV): -9.55
ΔE to the lowest compared entry with this formula, charge and spin (kJ/mol): 540.9
Gap between HOMO and LUMO (eV): 9.4

Atom charges from the Mulliken analysis, given in e for atoms 1 to 5: number 1, C, carries -0.33; number 2, C, carries -0.49; number 3, C, carries -0.44; number 4, O, carries -0.42; number 5, C, carries -0.38